Density functional theory data (ωB97M-V/def2-TZVPD) for a cluster of 2 separate species, C14H16 in total in a non-equilibrium geometry.

Summary:
charge = 0
energy above the lowest of the compared OMol25 structures with the same formula, charge and spin = 2.447 eV
E_HOMO = -8.83 eV
SMILES string = Cc1ccccc1.Cc1ccccc1
LUMO = 0.87 eV

Each line ends with the Löwdin charge.
Atoms and positions in Å:
C 1.255985 -3.750985 0.348406  -0.092
C 0.713241 -2.649938 1.199130  -0.284
C 0.693230 -1.346246 0.650458  -0.052
C 0.256372 -0.142880 1.310673  -0.038
C -0.135900 -0.274969 2.698784  -0.075
C -0.045794 -1.578507 3.231695  -0.124
C 0.308668 -2.763497 2.564636  -0.051
H 1.432414 -3.569297 -0.810564  0.113
H 0.715829 -4.694656 0.196561  0.064
H 2.233788 -4.116066 0.748970  0.083
H 0.874516 -1.220943 -0.407996  0.087
H 0.161314 0.800534 0.855319  0.061
H -0.465137 0.577243 3.252795  0.083
H -0.193817 -1.592056 4.349484  0.108
H 0.334060 -3.741719 3.133560  0.124
C 1.457835 2.706854 -1.968039  -0.093
C 0.115509 2.256612 -1.659154  -0.346
C -0.427628 1.072588 -2.195293  -0.063
C -1.651317 0.448731 -1.913155  -0.051
C -2.543496 1.313503 -1.253295  -0.107
C -2.037469 2.481023 -0.703075  -0.107
C -0.738520 3.004694 -0.879833  -0.061
H 2.001467 1.941345 -2.629607  0.094
H 2.203010 2.953217 -1.065681  0.121
H 1.708369 3.697157 -2.461549  0.088
H 0.318116 0.701863 -2.806029  0.072
H -1.898628 -0.568330 -2.234662  0.110
H -3.608683 1.188573 -1.187960  0.094
H -2.683002 2.916835 0.179011  0.135
H -0.354330 3.949309 -0.543592  0.107

Forces on atoms 1 to 2 (eV/Å):
1.418 -1.564 -2.391
-0.580 1.393 0.569